# 1
The following is a quantum chemistry calculation of one molecule with the formula C4H9NOS, from OMol25.

Results
Structure (SMILES) = C=NS[C@@H](C)CO
ΔE to the lowest compared entry with this formula, charge and spin = 2.211 eV
Total charge = 0
Total energy = -685.9377 Eh
E_HOMO = -8.81 eV

```
16
Properties=species:S:1:pos:R:3:forces:R:3
C 2.30264 -0.84760 2.02522 0.13 -1.38 0.39
N 1.44251 -0.86345 1.08209 0.47 -0.07 0.89
S 1.13329 0.60649 0.26599 -0.01 0.68 0.16
C -0.62901 0.47856 -0.19977 0.22 0.88 -0.03
C -1.01249 1.78126 -0.99215 -0.73 -1.16 1.14
C -0.91508 -0.74157 -1.00291 -1.85 -0.35 -1.76
O -0.84005 -1.93668 -0.27842 1.88 0.37 0.57
H 2.84611 -0.01962 2.45203 -0.11 0.98 -0.45
H 2.62372 -1.77076 2.58554 -0.86 0.44 -1.04
H -1.28203 0.40083 0.67348 0.36 0.20 0.24
H -0.29882 2.00776 -1.76277 0.17 0.03 -0.51
H -2.02429 1.54320 -1.39937 0.81 0.52 0.01
H -1.09847 2.63888 -0.31505 0.06 -0.20 -0.17
H -0.32903 -0.79791 -1.95458 -0.23 0.20 0.61
H -1.99746 -0.64265 -1.27432 0.71 -0.11 -0.18
H 0.07847 -1.83674 0.09499 -1.04 -1.01 0.12
```
Positions in Å, forces in eV/Å.


# 2
The following is a quantum chemistry calculation of C7H8O as an isolated structure, from OMol25.

Results
ΔE to the lowest compared entry with this formula, charge and spin = 9.295 eV
Total charge = 0
Total energy = -346.4339 Eh
E_HOMO (alpha / beta) = -8.89 / -8.23 eV

```
16
Properties=species:S:1:pos:R:3:forces:R:3
C -0.60840 -1.84686 0.27839 -0.12 -0.16 -0.36
C 1.25177 0.13003 -0.08522 -1.39 0.30 1.56
C 1.20484 0.03744 -1.41602 -0.04 -0.19 -0.46
O 0.21692 -1.00192 1.01682 0.51 -0.24 -0.40
H 2.17554 0.02240 0.46205 -0.05 0.06 0.02
H -0.78033 -2.74481 0.88756 0.02 0.13 0.00
H -1.58178 -1.39146 0.04919 0.08 -0.03 0.04
H -0.14120 -2.15915 -0.66716 -0.06 -0.02 0.16
H 2.11545 -0.17148 -1.95951 0.01 -0.03 -0.04
H 0.30026 0.18745 -1.98631 -0.09 0.03 0.02
C -1.07993 1.35418 0.04659 -0.52 0.06 -0.41
C 0.14686 1.13970 0.70228 1.87 0.18 -0.57
C -2.12162 1.49460 -0.53533 0.33 -0.09 0.11
C 0.70875 1.77523 1.67637 -0.85 -0.31 0.52
H -3.03557 1.61659 -1.06102 -0.08 0.04 0.00
H 1.22842 1.55807 2.59130 0.40 0.27 -0.19
```
Positions in Å, forces in eV/Å.


# 3
The following is a quantum chemistry calculation of C3H13N2 as an isolated structure, from OMol25.

Results
ΔE to the lowest compared entry with this formula, charge and spin = 0.742 eV
Total charge = +1
Total energy = -231.3691 Eh
E_HOMO = -14.95 eV

```
18
Properties=species:S:1:pos:R:3:forces:R:3
C -0.77283 2.03061 0.82313 -0.48 0.04 0.00
C -1.56458 0.75554 0.60379 0.10 -0.50 -0.37
N -0.93756 -0.00156 -0.55591 -0.84 0.13 0.46
H -0.85759 2.64502 -0.09951 0.34 -0.16 0.67
H -1.22327 2.58629 1.66535 0.38 -0.15 -0.44
H 0.27078 1.77694 1.06090 -0.27 0.39 -0.11
H -1.58032 0.09652 1.48752 0.02 0.24 -0.39
H -2.58748 0.96320 0.28525 0.00 0.07 0.37
H -1.54878 -0.80341 -0.79575 0.54 0.74 -0.21
H -0.88796 0.68308 -1.31257 -0.18 -0.54 -0.25
C 1.74195 -1.81520 -0.90100 -0.04 -0.52 -0.04
N 1.36973 -0.84677 0.13533 1.11 1.40 0.53
H 0.91670 -2.52032 -1.04326 0.19 0.06 0.05
H 1.86823 -1.25830 -1.82842 0.13 -0.12 -0.01
H 2.65104 -2.37208 -0.66447 -0.13 0.11 -0.07
H 1.21209 -1.21277 1.07587 0.32 -0.32 -0.34
H 0.20084 -0.36362 -0.26556 -0.21 0.10 0.19
H 2.11332 -0.10797 0.22321 -0.99 -0.97 -0.05
```
Positions in Å, forces in eV/Å.